Entry from OMol25: C36H38N3PRuS2 as an isolated structure (ωB97M-V/def2-TZVPD).

The value obtained for the total energy is -2790.5888 a.u. As for the spin multiplicity: 2. As for the expectation value of S²: 0.94. As for the total charge: +3.

Atoms and positions in Å:
Ru: -0.026 0.240 0.032
C: 5.178 0.955 -1.174
C: 3.985 -0.023 -1.307
C: 4.458 -1.452 -1.057
C: 2.935 0.472 -0.360
C: 2.096 1.537 -0.751
C: 1.371 2.281 0.198
C: 1.399 1.921 1.560
C: 0.900 2.856 2.616
C: 2.125 0.760 1.911
C: 2.886 0.067 0.984
H: 5.985 0.617 -1.823
H: 5.549 0.973 -0.149
H: 4.904 1.969 -1.465
H: 3.606 0.070 -2.330
H: 5.062 -1.516 -0.151
H: 5.084 -1.782 -1.884
H: 3.622 -2.148 -0.964
H: 2.162 1.904 -1.769
H: 0.922 3.223 -0.097
H: -0.099 3.239 2.411
H: 1.569 3.721 2.646
H: 0.913 2.401 3.603
H: 2.193 0.479 2.956
H: 3.509 -0.751 1.323
N: -2.180 -1.085 -0.486
C: -3.049 -0.620 -1.525
C: -3.975 -1.453 -2.133
C: -4.834 -0.946 -3.099
C: -4.743 0.384 -3.485
C: -3.789 1.212 -2.912
C: -2.956 0.711 -1.917
P: -1.708 1.725 -1.086
C: -2.531 2.385 0.390
C: -3.636 1.737 0.953
C: -4.241 2.264 2.082
C: -3.750 3.428 2.660
C: -2.659 4.082 2.099
C: -2.039 3.557 0.977
C: -1.400 3.132 -2.170
C: -0.351 3.060 -3.090
C: -0.147 4.094 -3.988
C: -0.991 5.198 -3.971
C: -2.043 5.264 -3.066
C: -2.253 4.239 -2.158
H: -2.506 -0.804 0.435
H: -2.108 -2.097 -0.496
H: -4.050 -2.490 -1.827
H: -5.575 -1.594 -3.547
H: -5.406 0.777 -4.243
H: -3.697 2.238 -3.240
H: -4.058 0.855 0.485
H: -5.108 1.771 2.500
H: -4.222 3.830 3.546
H: -2.302 5.007 2.532
H: -1.199 4.073 0.525
H: 0.294 2.187 -3.106
H: 0.665 4.041 -4.700
H: -0.828 6.008 -4.669
H: -2.710 6.115 -3.071
H: -3.082 4.292 -1.464
C: 1.030 -1.548 -2.927
C: 1.057 -2.325 -1.658
N: 0.665 -1.841 -0.503
C: 0.736 -2.757 0.526
C: 1.217 -3.966 0.132
S: 1.564 -3.964 -1.541
C: 0.250 -2.342 1.827
C: 0.229 -3.041 2.991
S: -0.475 -2.112 4.238
C: -0.724 -0.809 3.143
N: -0.298 -1.076 1.931
C: -1.371 0.472 3.537
H: 0.658 -0.545 -2.723
H: 0.373 -2.026 -3.656
H: 2.020 -1.489 -3.379
H: 1.373 -4.850 0.729
H: 0.597 -4.039 3.173
H: -2.397 0.303 3.867
H: -1.381 1.154 2.685
H: -0.847 0.939 4.372

Forces on the atoms, in the same order (eV/Å):
-0.428 -0.781 0.138
-0.094 -0.046 -0.093
0.223 -0.049 -0.035
-0.150 0.051 0.051
0.018 0.246 -0.015
-0.111 -0.539 -0.232
-0.344 -0.309 0.294
-0.204 -0.073 -0.094
-0.017 0.121 0.066
0.355 0.046 -0.158
-0.010 0.039 0.080
0.016 0.032 -0.004
0.011 -0.012 0.002
0.023 0.011 0.011
-0.073 -0.017 0.028
0.011 -0.026 -0.001
0.022 -0.002 0.005
0.069 -0.021 0.020
-0.080 -0.038 0.005
-0.143 -0.103 -0.067
0.048 -0.078 0.018
0.010 -0.020 0.027
0.002 -0.020 -0.010
-0.123 -0.038 0.007
-0.028 -0.033 -0.030
0.939 0.605 0.574
-0.336 0.136 -0.464
0.059 -0.121 0.314
0.047 0.100 -0.019
-0.038 -0.008 -0.030
-0.035 0.071 0.084
0.643 -0.350 0.056
-0.505 -0.098 0.482
0.363 -0.067 -0.052
0.024 0.012 -0.077
-0.023 -0.059 0.042
0.018 -0.027 -0.004
0.011 0.032 0.045
-0.096 -0.097 -0.072
0.640 -0.330 0.160
-0.027 -0.017 0.058
0.047 -0.022 -0.029
-0.014 -0.031 0.045
-0.015 0.041 -0.085
-0.027 -0.101 0.106
-0.318 -0.217 0.009
0.199 -0.025 0.049
-0.024 -0.006 -0.026
0.027 -0.009 -0.036
0.012 -0.010 -0.017
-0.004 0.023 -0.019
-0.041 0.023 -0.025
-0.009 0.025 0.013
-0.038 0.042 -0.035
0.020 -0.008 0.011
-0.054 0.076 0.023
-0.001 0.023 -0.065
-0.005 0.007 -0.011
-0.014 0.003 -0.006
0.011 0.011 0.014
0.011 0.042 0.014
0.060 -0.122 -0.091
0.042 -0.279 -0.069
-0.215 1.368 -0.115
0.150 -0.361 -0.201
-0.021 0.094 0.045
-0.228 0.430 -0.008
-0.038 -0.187 0.427
0.084 0.081 -0.151
-0.075 0.341 -0.365
-0.068 -0.136 0.380
-0.041 0.734 -0.964
-0.027 -0.011 0.086
0.021 0.012 -0.056
-0.021 0.022 0.011
0.000 0.013 0.028
-0.018 -0.005 0.004
-0.017 -0.007 0.020
-0.008 -0.011 -0.054
-0.044 0.020 0.055
0.017 -0.006 -0.026